w:
Here is C3H4I2 as an isolated structure from OMol25. Energies are from wB97M-V/def2-TZVPD.

Values from the calculation:
HOMO: -0.3283 Ha
LUMO energy: -1.811 eV
Frontier orbital gap: 7.12 eV

Geometry as XYZ:
```
9
C3H4I2 (wB97M-V/def2-TZVPD)
C 0.8461 0.4328 0.7998
C 1.4899 -0.1791 -0.1882
C -1.9748 0.2214 -0.1127
I -2.4596 -1.7642 0.4427
I -2.7300 0.8557 -2.0088
H 1.4050 0.8952 1.5445
H -0.2209 0.4848 0.6464
H 1.0627 -0.7708 -1.0168
H 2.5815 -0.1758 -0.1069
```

The Mulliken scheme yields these atomic charges, measured in e: -0.28 -0.43 -0.42 0.16 0.12 0.25 0.17 0.22 0.22


x:
Here is C3H4I2 as an isolated structure from OMol25. Energies are from wB97M-V/def2-TZVPD.

Values from the calculation:
HOMO: -0.3436 Ha
LUMO energy: -0.104 eV
Frontier orbital gap: 9.25 eV

Geometry as XYZ:
```
9
C3H4I2 (wB97M-V/def2-TZVPD)
C -0.5321 -0.1520 0.7720
C -0.5193 0.1734 -0.7176
C 0.7398 -0.0487 0.0639
I 1.9119 1.8068 0.0000
I 1.9073 -1.7722 0.0194
H -0.9706 0.6351 1.4281
H -0.9853 -1.0786 1.0898
H -0.7907 -0.6514 -1.4713
H -0.7609 1.0876 -1.1844
```

The Mulliken scheme yields these atomic charges, measured in e: -0.55 -0.49 -0.09 0.06 0.13 0.21 0.27 0.17 0.30


On energetic grounds, x is preferred over the next structure by 73.7 kcal/mol.


w:
Here is a 2-piece molecular cluster, C7H14NS overall from OMol25. Energies are from wB97M-V/def2-TZVPD.

Values from the calculation:
HOMO: -0.4851 Ha
LUMO energy: -6.481 eV
Total charge: +1
Frontier orbital gap: 6.72 eV

Geometry as XYZ:
```
23
C7H14NS (wB97M-V/def2-TZVPD)
C -0.7086 -0.4183 -0.3817
C -1.5698 -0.4957 1.9121
C 1.2101 1.5017 0.3759
C 1.4323 -0.8010 1.4356
C -0.4052 -1.2345 -2.7201
C -0.7537 0.1964 0.8155
C 0.6565 0.5305 1.3195
N -0.4696 -0.7926 -1.4859
S -0.2087 1.2871 -3.7670
H -2.4699 -0.8895 1.2901
H -1.9123 0.1842 2.6507
H -0.9789 -1.3558 2.2986
H 2.3372 1.7988 0.8194
H 0.6315 2.3760 0.2423
H 1.1961 1.0146 -0.6126
H 1.1629 -1.1969 2.3867
H 1.0139 -1.3272 0.5695
H 2.4954 -0.6539 1.3744
H 0.5819 -1.4171 -3.2419
H -1.4567 -1.5323 -3.2441
H -1.2943 1.1156 0.4423
H 0.4842 0.9985 2.3932
H -0.9742 1.1115 -4.8725
```

The Mulliken scheme yields these atomic charges, measured in e: -0.07 -1.31 -1.42 -1.24 -0.60 0.26 0.43 0.15 -0.14 0.39 0.37 0.35 0.33 0.42 0.33 0.38 0.32 0.41 0.42 0.35 0.35 0.36 0.18


x:
Here is an isolated ion of composition C7H14NS and charge +1 from OMol25. Energies are from wB97M-V/def2-TZVPD.

Values from the calculation:
HOMO: -0.4682 Ha
LUMO energy: -3.474 eV
Total charge: +1
Frontier orbital gap: 9.27 eV

Geometry as XYZ:
```
23
C7H14NS (wB97M-V/def2-TZVPD)
C 3.0160 0.1104 1.0021
C 1.9899 0.4354 0.0462
C 2.2391 0.8109 -1.4270
C 0.7252 0.1734 0.4431
C -0.5272 0.1153 -0.3338
N -1.3577 -1.0163 0.1698
C -2.7014 -0.9546 -0.1616
C -3.1266 0.3540 0.3270
S -1.7408 1.5812 -0.2320
H 2.8628 -0.9045 1.4147
H 4.1216 0.1762 0.5453
H 3.0181 0.7705 1.8294
H 3.3327 1.1504 -1.4188
H 2.0401 -0.0319 -1.9812
H 1.5125 1.6849 -1.5928
H 0.5214 0.0024 1.4247
H -0.4617 0.1036 -1.4442
H -1.4267 -0.9759 1.2576
H -0.7462 -1.9199 -0.0907
H -3.3356 -1.8254 0.2584
H -2.7862 -0.9676 -1.3156
H -4.0934 0.8019 -0.0782
H -3.0761 0.3257 1.3577
```

The Mulliken scheme yields these atomic charges, measured in e: -1.40 0.88 -1.27 -0.72 -0.17 -0.25 -0.46 -0.71 -0.04 0.33 0.32 0.38 0.40 0.36 0.30 0.45 0.38 0.40 0.44 0.32 0.30 0.36 0.41


y:
Here is a 2-piece molecular cluster, C7H14NS overall from OMol25. Energies are from wB97M-V/def2-TZVPD.

Values from the calculation:
HOMO: -0.4726 Ha
LUMO energy: -3.145 eV
Total charge: +1
Frontier orbital gap: 9.72 eV

Geometry as XYZ:
```
23
C7H14NS (wB97M-V/def2-TZVPD)
C 1.5847 -1.0123 0.2411
C 0.6691 -0.3807 -0.2217
C 2.6561 -1.8542 0.7716
C -2.7612 -0.3260 -0.1521
C -1.2402 0.1990 1.6051
C 1.6963 1.8890 -1.8257
C -0.4167 0.5475 -0.6449
N -1.6066 0.5118 0.2905
S 0.2155 2.2631 -0.7626
H 3.4280 -1.2235 1.2385
H 3.0827 -2.2419 -0.0793
H 2.1198 -2.5442 1.5314
H -2.4630 -1.3081 -0.3913
H -3.3494 -0.4937 0.6908
H -3.3081 0.0166 -0.9634
H -1.1350 -0.8856 1.7803
H -0.4009 0.6461 2.0821
H -2.0869 0.5632 2.2068
H 2.7165 2.1809 -1.4267
H 1.3778 2.4996 -2.6724
H 1.5839 0.7910 -1.8319
H -0.8977 -0.1684 -1.8821
H -1.7564 1.5163 0.2976
```

The Mulliken scheme yields these atomic charges, measured in e: 1.02 -0.92 -1.29 -1.01 -1.09 -0.71 -0.01 0.10 -0.07 0.33 0.35 0.29 0.46 0.42 0.39 0.44 0.34 0.45 0.30 0.37 0.22 0.30 0.32


On energetic grounds, x is preferred over the next structure by 52.9 kcal/mol.


w:
Here is a 2-piece molecular cluster, C9H14O overall from OMol25. Energies are from wB97M-V/def2-TZVPD.

Values from the calculation:
Expectation value of S²: 0.76
2S+1: 2
HOMO (spin up / spin down): 0.0345 / -0.1392 Ha
LUMO energy (spin up / spin down): 3.868 / 3.712 eV
Total charge: -1
Frontier orbital gap (spin up / spin down): 2.93 / 7.50 eV

Geometry as XYZ:
```
24
C9H14O (wB97M-V/def2-TZVPD)
C -0.9873 2.3120 -0.2509
C -1.3468 -1.0202 1.7433
C -1.0934 0.3586 1.4224
C -1.7201 -1.8593 0.7545
C -1.0502 0.8614 0.1131
C -1.6486 -1.4147 -0.6118
C -1.2483 -0.1140 -0.9094
O -2.1203 -3.1904 0.8662
H -1.3037 -1.0759 2.8298
H -0.8447 1.1331 2.1529
H -1.3324 -3.7256 1.0303
H -2.2456 -2.0458 -1.2691
H 0.0431 2.5002 -0.5779
H -1.3357 2.9469 0.5761
H -1.1281 0.2523 -1.9393
H -1.6513 2.5632 -1.0719
C 2.4533 -0.3326 -1.2094
C 2.7017 0.6385 0.0011
H 3.4487 -0.6942 -1.5180
H 1.8737 -1.2308 -0.8925
H 2.0214 0.3244 -2.0348
H 1.7883 0.8123 0.5791
H 3.1232 1.5706 -0.3879
H 3.6029 0.4300 0.6041
```

The Mulliken scheme yields these atomic charges, measured in e: -1.25 -1.03 -0.44 0.22 0.51 -0.70 -0.08 -0.21 0.28 0.22 0.33 0.06 0.19 0.36 0.26 0.34 -0.76 -0.81 0.39 0.18 0.18 0.09 0.27 0.40


x:
Here is a 2-piece molecular cluster, C9H14O overall from OMol25. Energies are from wB97M-V/def2-TZVPD.

Values from the calculation:
Expectation value of S²: 0.76
2S+1: 2
HOMO (spin up / spin down): 0.0188 / -0.1239 Ha
LUMO energy (spin up / spin down): 3.899 / 3.864 eV
Total charge: -1
Frontier orbital gap (spin up / spin down): 3.39 / 7.24 eV

Geometry as XYZ:
```
24
C9H14O (wB97M-V/def2-TZVPD)
C -0.1128 -2.6590 0.1010
C -1.4544 -0.5680 0.6009
C -0.5545 -1.2536 -0.2176
C -1.8740 0.7823 0.2329
C -0.0131 -0.5545 -1.2844
C -1.0750 1.4817 -0.6200
C -0.1057 0.8786 -1.4731
O -1.3601 2.8364 -0.8639
H -2.0065 -1.0003 1.4227
H -2.7550 1.2013 0.6416
H -0.2002 -3.2916 -0.7874
H 0.9604 -2.7051 0.3240
H 0.7583 -1.0274 -1.8960
H 0.2123 1.2899 -2.4142
H -0.9733 3.0612 -1.7214
H -0.6562 -3.0106 0.9718
C 2.9113 -0.9554 1.5439
C 2.2027 0.3654 1.2808
H 3.4359 -1.3175 0.6617
H 3.7385 -0.8021 2.2608
H 2.3415 -1.6833 2.0942
H 2.4013 1.0981 2.0704
H 1.1225 0.3829 1.1371
H 2.5859 0.8052 0.3932
```

The Mulliken scheme yields these atomic charges, measured in e: -1.34 -0.48 0.70 -0.79 -0.39 0.74 -1.06 -0.59 0.26 0.41 0.35 0.16 0.22 0.28 0.28 0.30 -1.04 -0.64 0.27 0.36 0.32 0.41 0.02 0.24


On energetic grounds, x is preferred over the next structure by 15.3 kcal/mol.